# 1
{"formula": "C9H17N5", "method": "ωB97M-V/def2-TZVPD", "orbital_gap_ev": [6.79, 6.31], "total_charge": 2, "de_lowest_kcal_mol": 66.2, "smiles": "CC(C)(C)N/C=C\\[n+]1cnc[nH]c1=[NH2+]", "species": ["C", "C", "C", "C", "N", "C", "C", "N", "C", "N", "C", "N", "C", "N", "H", "H", "H", "H", "H", "H", "H", "H", "H", "H", "H", "H", "H", "H", "H", "H", "H"], "positions_angstrom": [[-2.78741, 1.03701, -0.18252], [-1.52035, 1.09296, 0.71838], [-1.92183, 0.56755, 2.12489], [-1.00569, 2.49378, 0.61368], [-0.44782, 0.16879, 0.34245], [-0.44631, -0.62266, -0.67167], [0.61686, -1.33535, -1.29498], [1.85994, -1.44566, -0.85059], [2.03232, -1.51163, 0.60645], [3.15983, -1.82428, 1.18416], [4.23100, -2.15188, 0.48414], [4.10984, -2.03994, -0.79586], [3.05797, -1.69878, -1.55348], [3.13176, -1.69382, -2.91154], [-2.46131, 1.35238, -1.11245], [-3.26437, 0.09596, -0.19205], [-3.62873, 1.56459, 0.19755], [-2.19469, 1.29711, 2.82293], [-1.12759, -0.01356, 2.60801], [-2.66049, -0.08724, 1.87853], [-1.61266, 3.11757, 1.28731], [-0.11250, 2.57348, 1.14289], [-1.00638, 2.86830, -0.33478], [0.46837, 0.34327, 1.00271], [-1.38317, -0.70212, -1.20843], [0.56224, -1.49837, -2.34334], [1.26239, -1.03002, 1.21264], [5.12800, -2.65775, 1.02094], [5.06811, -2.17556, -1.33672], [3.98968, -1.91508, -3.28255], [2.45155, -1.20259, -3.45470]], "forces_ev_per_angstrom": [[1.37, -0.98, 1.58], [-2.25, -0.09, 1.06], [2.75, 0.71, -0.61], [-1.29, -0.37, 3.50], [2.95, 0.67, 1.65], [0.84, -0.63, -1.20], [-1.26, 1.09, -1.38], [2.81, -1.07, 3.80], [1.73, 1.13, -1.30], [-0.46, -0.08, 0.44], [-0.40, -1.24, 4.00], [4.37, -0.34, -4.95], [-2.18, 0.26, -0.42], [-1.99, 0.37, 3.51], [-0.15, 0.69, -2.19], [0.03, -1.74, -0.46], [-0.07, 1.49, 0.50], [-0.79, 1.21, 0.77], [0.07, 0.14, -0.10], [-2.37, -1.92, 0.19], [-0.38, -0.05, -0.65], [2.25, 0.22, 0.35], [0.29, 1.02, -2.50], [-3.13, -0.27, -2.47], [-0.06, 0.15, -0.04], [-0.76, -0.41, -0.60], [0.17, -1.16, -0.35], [-1.44, 1.28, -1.33], [-2.55, 0.22, 1.09], [2.14, -0.51, -1.50], [-0.24, 0.19, -0.37]], "mulliken_charge": [-2.190, 1.147, -1.453, -1.639, -0.082, 0.234, -0.739, 0.102, -0.391, -0.360, -0.095, -0.089, 0.528, -0.333, 0.616, 0.569, 0.401, 0.373, 0.347, 0.476, 0.407, 0.539, 0.388, 0.389, 0.460, 0.404, 0.854, 0.362, 0.365, 0.185, 0.224]}

---

# 2
{"formula": "C5H9N4O", "method": "ωB97M-V/def2-TZVPD", "orbital_gap_ev": 10.03, "total_charge": 1, "de_lowest_kcal_mol": 109.5, "smiles": "COC1=[NH+]N=NC2(CC2)N1", "species": ["C", "O", "C", "N", "N", "N", "C", "C", "C", "N", "H", "H", "H", "H", "H", "H", "H", "H", "H"], "positions_angstrom": [[3.32024, -0.09824, -0.10655], [1.96290, -0.63341, -0.21629], [0.91068, 0.05179, 0.05513], [0.85951, 1.39042, 0.32432], [-0.23946, 2.16237, 0.02872], [-1.29381, 1.69949, -0.22561], [-1.46445, 0.06383, -0.09621], [-2.54511, -0.48419, 0.81545], [-2.65086, -0.75499, -0.65502], [-0.18710, -0.61314, -0.29231], [3.60945, -0.02502, 0.94900], [3.46019, 0.71596, -0.88443], [3.91083, -0.92651, -0.32210], [1.61878, 2.05992, 0.49315], [-3.07885, 0.26722, 1.27442], [-2.30203, -1.27473, 1.57398], [-2.16042, -1.63214, -0.98128], [-3.47539, -0.37931, -1.28269], [-0.25509, -1.58933, -0.45168]], "forces_ev_per_angstrom": [[-0.64, 0.82, -0.08], [1.39, 0.11, 0.75], [-0.23, -0.13, -1.83], [0.98, -1.23, 0.60], [1.10, 1.97, 0.02], [-3.37, -4.30, -0.37], [-0.65, 1.53, -0.55], [2.33, -1.85, 0.31], [0.42, 2.01, 0.37], [-1.33, 3.23, 1.68], [-0.51, 1.30, -0.15], [-0.02, -0.74, 1.50], [0.95, -1.42, -1.27], [0.15, -1.31, -0.07], [-1.61, 1.57, 0.49], [-0.06, 0.59, -1.07], [-0.44, -1.28, -0.45], [0.71, 0.00, 0.46], [0.83, -0.88, -0.33]], "mulliken_charge": [-0.791, -0.342, 0.590, 0.150, -0.327, -0.220, 0.687, -0.658, -0.592, -0.141, 0.363, 0.368, 0.301, 0.315, 0.303, 0.227, 0.203, 0.293, 0.270]}

---

# 3
{"formula": "C5H5N3O", "method": "ωB97M-V/def2-TZVPD", "orbital_gap_ev": [7.16, 7.17], "de_lowest_kcal_mol": 94.8, "species": ["C", "C", "C", "C", "C", "N", "N", "N", "O", "H", "H", "H", "H", "H"], "positions_angstrom": [[-1.16687, -2.15914, 0.11684], [-1.63395, -0.08824, -0.10990], [-1.95199, 1.20693, -0.00120], [0.63838, 0.75712, -0.19778], [2.09621, 0.67042, 0.04443], [-2.16782, -1.30834, -0.05033], [0.04920, -1.59134, 0.15473], [-0.17807, -0.24920, -0.03709], [-2.01715, 2.37575, 0.04091], [-1.29942, -3.21595, -0.04563], [0.02958, 1.64953, -0.24511], [2.28593, 1.39398, 0.89492], [2.79527, 0.96994, -0.79839], [2.52069, -0.41148, 0.23362]], "forces_ev_per_angstrom": [[-0.66, 2.39, -1.29], [1.58, 1.33, 0.58], [-0.94, 0.07, 0.02], [-0.06, -1.42, 0.34], [2.13, -0.72, 0.15], [-1.96, -1.99, 0.10], [1.42, 0.55, -0.14], [-0.16, -0.68, -0.10], [-0.24, -1.13, -0.08], [0.08, -0.14, 0.67], [1.23, 0.53, -0.37], [0.29, -1.05, -0.73], [-1.27, 0.18, 0.65], [-1.43, 2.09, 0.20]], "mulliken_charge": [-0.030, 0.143, 0.573, 0.225, -0.927, -0.673, -0.920, 0.592, -0.404, 0.380, 0.259, 0.218, 0.296, 0.268]}

---

# 4
{"formula": "C10H26O9V", "method": "ωB97M-V/def2-TZVPD", "orbital_gap_ev": 2.86, "total_charge": -1, "de_lowest_kcal_mol": 212.6, "species": ["O", "V", "O", "C", "O", "O", "O", "O", "H", "H", "C", "C", "C", "O", "H", "H", "H", "H", "H", "H", "H", "H", "C", "C", "C", "O", "H", "H", "H", "H", "H", "H", "H", "H", "C", "C", "C", "O", "H", "H", "H", "H", "H", "H", "H", "H"], "positions_angstrom": [[-2.03978, 1.06782, -0.72933], [-3.38050, 0.26062, -0.90632], [-3.90471, 0.30139, -2.45659], [-6.16601, -1.12097, 3.26237], [-6.54459, -2.08473, 3.91320], [-4.99426, -0.84768, 3.32129], [-6.57854, -1.18756, 2.10503], [-5.87218, 3.58448, 0.43549], [-5.74157, 4.25184, 1.10914], [-6.70043, 3.16578, 0.66986], [0.70760, 1.68522, 8.28842], [0.38575, 2.64019, 7.17131], [1.12576, 2.20254, 5.93726], [-0.96600, 2.64333, 6.82550], [0.09911, 1.90386, 9.16594], [1.78911, 1.69270, 8.42406], [0.46874, 0.62369, 8.22374], [0.56004, 3.70546, 7.32266], [1.07838, 2.74883, 4.99523], [0.85509, 1.18639, 5.65042], [2.18109, 2.31256, 6.18679], [-1.04262, 1.78640, 6.39959], [1.03243, -4.54165, -1.54181], [-0.26766, -4.24686, -2.22561], [-0.62823, -5.45287, -3.11037], [-1.23592, -3.99350, -1.22661], [1.72558, -4.95234, -2.27596], [1.13255, -5.25569, -0.72437], [1.57919, -3.67282, -1.17535], [-0.08666, -3.34219, -2.80605], [-0.89996, -6.37747, -2.60108], [0.25331, -5.63388, -3.72537], [-1.43060, -5.09335, -3.75461], [-1.26787, -4.79343, -0.69681], [2.85138, 2.96407, -6.53986], [3.98960, 1.95601, -6.14662], [4.26165, 1.83297, -4.60525], [3.64274, 0.63414, -6.45789], [1.85771, 2.75088, -6.14580], [2.74042, 2.95390, -7.62415], [3.18635, 3.96880, -6.28217], [4.85667, 2.31921, -6.69833], [4.38742, 2.82967, -4.18232], [5.18758, 1.27922, -4.44996], [3.44340, 1.24816, -4.18505], [4.36930, 0.09696, -6.13363]], "forces_ev_per_angstrom": [[0.51, 0.28, -0.02], [-1.49, -0.35, -1.50], [0.72, -0.04, 1.80], [2.06, -5.31, -2.10], [-3.27, -1.48, 4.45], [4.93, 4.41, 1.89], [-3.45, 2.50, -4.53], [0.10, 0.08, -0.23], [0.10, 0.13, 0.18], [-0.18, -0.24, 0.05], [0.11, 0.10, 1.16], [-0.41, 0.04, -1.78], [1.73, 0.15, -0.56], [-1.35, -0.45, 0.23], [0.57, 0.67, 0.40], [-0.03, 0.24, 0.71], [-0.22, -0.08, -1.33], [0.66, -0.14, 0.85], [-0.81, 0.65, 0.33], [0.28, -0.30, 0.33], [0.38, -0.76, -0.11], [-0.93, -0.11, -0.22], [2.55, 0.06, -0.12], [0.45, -1.43, 1.25], [0.00, 1.41, -0.69], [-0.59, 0.46, -0.37], [0.15, -0.04, -0.27], [-1.02, -0.24, 0.12], [-0.42, 0.40, 0.09], [-0.60, -0.03, -0.15], [-0.03, 0.24, 0.29], [-0.16, -0.25, -0.22], [-0.21, -0.55, -0.12], [-0.15, -0.01, 0.20], [0.80, -0.92, -0.14], [-1.10, 0.71, 1.83], [0.15, 1.15, -1.27], [-0.26, -0.52, -1.54], [0.23, -0.08, 0.41], [0.09, -0.09, -0.11], [-0.16, 0.00, 0.22], [0.39, -0.24, 0.02], [-0.15, -0.13, 0.45], [0.12, -0.03, 0.01], [-0.04, 0.42, 0.19], [-0.07, -0.27, -0.07]], "mulliken_charge": [-0.780, 1.391, -0.823, 0.811, -0.552, -0.520, -0.528, -0.613, 0.302, 0.318, -1.202, 0.320, -1.236, -0.536, 0.339, 0.342, 0.313, 0.275, 0.354, 0.335, 0.326, 0.370, -1.267, 0.346, -1.185, -0.510, 0.321, 0.352, 0.337, 0.276, 0.334, 0.335, 0.317, 0.337, -1.251, 0.459, -1.211, -0.544, 0.334, 0.324, 0.348, 0.166, 0.339, 0.361, 0.348, 0.329]}

---

Electronic energy readings, ordered: -17039.413, -13328.042, -11779.610, -54899.191 eV